DFT (ωB97M-V with the def2-TZVPD basis set) results for one molecule with the formula C19H19N5O3S at a distorted geometry.

As for the HOMO-LUMO gap: 8.3 eV. For the LUMO energy, the calculation gives -0.0153 Eh. As for the total charge: 0. The calculated total energy is -1632.6878 Ha. As for the energy above the lowest of the compared OMol25 structures with the same formula, charge and spin: 277.8 kcal/mol.

```
47
Properties=species:S:1:pos:R:3:forces:R:3
S 1.95707 2.26089 -0.18911 0.516 2.675 1.678
O -2.85458 -0.09172 1.32921 1.653 0.339 0.527
O 0.42519 -2.26919 -1.69059 -0.970 9.206 1.029
O 1.26738 0.44870 2.03833 -4.289 4.328 -2.074
N -0.34462 1.94038 -1.24657 -5.189 -0.887 0.549
N 3.96335 -1.82053 0.09775 0.659 -1.023 -1.614
N 1.10722 0.20344 -1.22751 0.939 -15.178 -1.855
N -0.83617 -1.30074 1.47169 1.690 10.434 1.376
N -0.89692 1.22537 1.46773 -0.794 -4.153 0.934
C -1.48834 1.04682 -1.47274 1.560 1.775 -4.593
C 0.18763 -0.89771 -1.57490 -2.368 -4.262 -2.956
C 4.74764 -0.11983 -1.51540 2.527 -4.122 0.130
C -3.88982 0.76989 -1.96972 18.057 -7.335 0.357
C -3.55494 -0.57696 -2.23421 -3.466 -2.588 1.212
C 2.32766 -0.42877 -0.88896 5.845 0.746 -1.656
C -0.10356 3.97890 1.05738 4.554 -3.071 7.190
C -1.18674 -3.28615 2.79443 2.910 -1.626 -4.895
C -2.78816 1.51369 -1.87006 0.271 6.413 5.462
C -1.64771 -0.10886 1.50604 0.938 -0.831 -1.197
C -1.23176 -0.20406 -2.00985 1.513 -5.051 5.047
C 0.41198 1.40599 1.61931 4.128 -1.546 3.146
C 0.93654 2.95235 1.34771 0.975 -6.875 -0.809
C -1.34301 -2.48738 1.41753 -4.226 -6.467 -1.015
C 4.89173 -1.30067 -0.69842 2.423 1.831 2.420
C 2.68089 -1.56210 -0.14804 -1.766 2.809 0.173
C 3.48129 0.17907 -1.61853 -4.732 0.201 1.504
C 0.67691 1.28734 -0.90527 0.359 9.915 1.346
C -2.35205 -1.16438 -1.94135 1.780 0.880 -3.780
H 1.89190 -2.00448 0.43180 0.150 -0.706 0.235
H -1.61255 -2.73367 3.50941 -1.995 1.408 3.041
H 0.05745 -1.16028 1.94028 0.155 0.307 -0.346
H -0.63519 3.77558 0.35060 -5.955 -2.489 -8.137
H 1.72348 2.98473 2.15214 -0.884 0.931 -0.922
H 5.95224 -1.46305 -0.32756 -1.227 -0.552 -0.764
H -2.55793 -2.27907 1.11164 3.360 -1.348 0.682
H -0.10412 -3.48107 3.01967 -0.645 0.807 -0.181
H -3.03933 2.64832 -1.39887 0.986 -2.591 -1.835
H -0.59431 4.00145 1.94039 -1.845 1.357 2.822
H -4.68561 0.99562 -2.09960 -17.233 5.650 -2.440
H -0.72165 -2.99973 0.59569 -1.565 -0.174 0.855
H 0.56280 4.62346 0.84599 3.440 6.475 -1.311
H -1.48356 -4.29295 2.54549 -1.043 -0.281 0.713
H -2.10644 -2.22440 -2.21772 -0.460 1.068 0.725
H -1.54730 1.95819 1.37366 -0.543 1.052 -0.362
H 5.59997 0.22565 -2.14827 -1.008 0.082 0.878
H 3.24299 1.04355 -2.11540 -0.830 1.955 -1.655
H -4.48696 -1.21167 -2.45523 1.643 0.510 0.367
```
Forces are in eV/Å.